69
Properties=species:S:1:pos:R:3:forces:R:3 method="wB97M-V/def2-TZVPD" fmax_ha_per_bohr=0.0102 spin_multiplicity=2 homo_energy_ev="-7.5 / -7.5" lumo_energy_ev="-0.073 / -2.198" charge=0 gap_ev="7.4 / 5.3"
H 1.6643 -3.1982 -0.8224 0.021 0.000 -0.002
C 3.1148 -1.8168 4.3147 -0.019 0.022 0.004
O -1.7959 1.8889 -0.3512 -0.139 0.336 -0.055
H 4.1190 -1.6377 6.1946 0.014 0.002 0.009
H 2.4851 -2.8186 1.6666 0.002 -0.029 0.012
O -2.4492 -0.3693 -2.2529 -0.087 -0.162 -0.062
C -1.9837 4.6841 -1.3913 0.058 0.043 0.072
O 0.8493 -1.3711 -0.6507 -0.032 -0.175 -0.048
Cl 3.1097 -5.1142 -5.2097 -0.023 0.041 0.025
H 0.4773 2.2275 0.4220 0.009 0.003 0.013
C 0.9582 -1.3647 -3.6597 -0.031 0.030 0.000
O 0.3140 -0.3457 -3.3131 -0.031 -0.060 -0.003
N -1.4377 -0.0408 2.2378 -0.015 -0.262 -0.272
C -4.3650 3.1969 -0.1818 -0.054 0.011 0.071
C 0.9255 -2.6723 5.7806 -0.023 0.033 -0.018
H 0.0688 -3.0078 6.3523 -0.009 -0.004 0.008
C 3.1991 -1.9041 5.6923 -0.032 -0.010 0.021
C 0.8305 -2.5807 4.3935 -0.016 -0.011 -0.026
H -1.2933 -2.3603 4.0377 0.016 -0.007 -0.048
C 2.1005 -2.3359 6.4278 0.036 0.004 -0.011
C 2.3074 -3.6969 -4.5831 0.005 -0.006 -0.074
C 2.0836 -3.5488 -3.2600 -0.025 0.042 0.034
H 2.4076 -4.3128 -2.5634 0.007 -0.007 0.008
Te -0.1536 -2.5134 1.6025 -0.254 0.207 0.017
H -4.8555 2.2316 -0.0669 0.015 0.009 0.003
H -2.4976 2.1202 -3.5559 -0.008 0.012 0.012
H -5.0362 3.8936 -0.6822 -0.006 0.004 0.006
F 0.9018 4.4048 -3.5281 0.031 -0.094 0.039
H 1.1930 0.5153 2.6760 -0.003 -0.040 0.027
C -3.3536 2.3505 -2.9286 -0.092 0.038 -0.046
H 1.0091 2.2604 2.6963 0.034 -0.012 0.015
C -2.7463 -1.2706 -1.4340 -0.003 0.105 -0.012
C 0.6112 1.3378 2.2588 -0.024 0.032 -0.004
As -2.7675 2.9495 -1.2131 0.110 -0.239 0.101
C 1.8943 -2.6853 -5.4937 0.037 -0.040 -0.006
C 1.2971 -2.3025 -1.3600 0.094 0.063 0.001
O -2.2001 -1.4425 -0.3214 0.132 -0.008 0.191
H 2.1641 -2.4102 7.5049 -0.002 0.004 0.013
H -3.5514 -1.9678 -1.7288 -0.031 0.030 0.038
H 2.1039 -2.8186 -6.5473 -0.003 -0.006 -0.005
H -2.7776 5.4092 -1.5690 0.026 0.016 -0.010
H -2.3210 -0.2295 2.7013 0.092 -0.018 0.031
As 1.3850 2.9286 -2.7714 0.006 0.370 0.217
H 2.1019 -1.1104 1.7472 -0.011 0.013 -0.038
F 2.9993 3.4772 -2.5781 -0.064 0.004 -0.004
H -0.6972 -3.9978 3.7778 0.036 -0.032 0.018
F 1.7931 1.4491 -1.8906 -0.232 0.165 -0.120
C -0.8281 1.1929 2.7266 0.034 0.026 -0.012
H -1.6560 0.0186 1.2436 -0.012 0.073 -0.031
H -3.9514 1.4532 -2.7933 0.021 0.012 -0.039
F 1.7250 2.1721 -4.2603 0.041 0.004 -0.075
C -0.4461 -2.9419 3.6727 0.036 0.023 0.081
H -0.8261 1.1723 3.8186 -0.008 0.021 -0.009
C 1.8445 -2.0839 2.1566 0.033 0.011 0.034
F -0.3201 2.3880 -2.9029 0.411 -0.068 0.153
H -1.4681 4.9069 -0.4583 -0.012 0.051 -0.031
F 0.9335 3.5871 -1.2038 0.031 0.060 -0.128
H 0.9400 -0.7981 -5.7421 -0.012 0.010 0.001
H 3.9697 -1.4839 3.7392 0.011 0.002 -0.012
C 1.9328 -2.1540 3.6581 0.020 -0.045 -0.023
N 0.7454 1.3224 0.7997 -0.077 0.004 -0.089
C 1.4298 -2.3836 -2.7540 0.027 -0.070 -0.070
H 1.7143 1.1921 0.5293 -0.006 0.015 0.010
H -1.2628 4.6933 -2.2041 0.006 -0.028 -0.018
H -1.4117 2.0615 2.4036 0.028 0.019 -0.034
C 1.2539 -1.5742 -5.0579 -0.008 -0.005 0.057
Cd -0.4656 0.4361 -1.3828 -0.063 -0.502 0.147
H -4.0935 3.5860 0.7986 -0.020 -0.005 -0.014
H -3.9454 3.1573 -3.3636 0.008 -0.024 -0.039

46
Properties=species:S:1:pos:R:3:forces:R:3 method="wB97M-V/def2-TZVPD" fmax_ha_per_bohr=0.0008 homo_energy_ev=-8.3 relative_energy_ev=0.162 lumo_energy_ev=-0.026 charge=0 smiles="O=C(O)c1ccc2cc(C(=O)Nc3cccn([C@@H]4CCSC4)c3=O)ccc2c1" gap_ev=8.3
C -1.7662 3.0615 2.8900 0.004 -0.006 -0.002
H 3.4437 3.2875 6.4674 -0.005 -0.001 0.001
H -2.5957 3.6461 3.2569 -0.002 -0.001 -0.001
O 1.4129 0.9294 1.5769 0.002 0.005 0.002
C -0.1262 -5.1645 -6.0973 -0.011 -0.005 0.005
H -1.2075 0.1176 -2.8057 0.000 0.000 0.000
C -1.9636 2.0734 1.8858 -0.002 -0.002 -0.005
C -0.5312 3.2692 3.3868 -0.002 0.011 0.008
O -0.1811 -6.3280 -5.7926 0.004 0.004 -0.002
H -2.9423 1.8886 1.4725 -0.001 0.004 0.003
N 0.5510 2.5491 2.9488 -0.004 -0.001 -0.004
C 2.3793 4.2196 3.2251 0.007 0.007 0.005
C -0.3319 -2.6827 -5.6134 0.001 -0.002 -0.004
C 1.9511 2.6053 5.0275 0.002 0.010 -0.001
H 2.5401 2.0887 3.0344 0.002 0.000 0.001
H -0.3263 4.0071 4.1481 0.002 -0.002 -0.001
H -0.0483 -2.4707 -6.6341 -0.001 0.005 0.002
C -0.8984 1.3571 1.4453 -0.005 0.006 0.004
C -0.6068 -1.6715 -4.7427 0.000 -0.001 0.002
H 4.0809 2.2521 5.1821 0.002 0.002 0.001
C -0.4172 -4.0293 -5.1824 0.002 -0.001 0.003
N -0.9023 0.3564 0.4740 0.014 0.008 0.006
C -1.2680 -0.9141 -2.4787 0.023 -0.002 0.007
C -0.7751 -4.3235 -3.8956 0.001 -0.001 -0.006
H 2.7525 4.3058 2.2064 0.002 -0.001 0.000
C 1.8796 2.8056 3.5173 -0.010 -0.001 0.003
H -0.8346 -5.3601 -3.5883 -0.001 0.001 0.003
H 0.3803 -5.5709 -7.8480 0.005 -0.021 -0.016
H 0.0156 -0.0373 0.3062 -0.004 -0.005 -0.007
H -2.0099 -2.7708 0.2528 0.000 -0.004 -0.001
C 3.3574 3.0329 5.4136 0.003 -0.006 0.000
H -1.5076 -4.6030 -1.3170 -0.001 0.001 0.003
O -3.1060 0.3057 -0.1013 -0.006 -0.015 0.015
H 1.5897 4.9570 3.3705 -0.002 -0.003 -0.002
H -0.5442 -0.6391 -5.0642 0.001 -0.001 -0.003
H 1.7507 1.5679 5.2989 0.002 -0.001 0.000
C -1.7155 -2.5575 -0.7670 0.000 0.003 0.005
S 3.7252 4.5194 4.4133 0.000 -0.001 -0.008
C -1.6248 -1.2112 -1.1951 -0.038 -0.006 -0.006
C 0.4438 1.5751 1.9746 0.000 -0.015 -0.007
C -1.4406 -3.5702 -1.6362 0.002 0.000 -0.004
C -1.0652 -3.2923 -2.9746 0.000 0.004 -0.002
C -0.9793 -1.9473 -3.4030 0.000 -0.001 0.004
H 1.2191 3.2401 5.5325 -0.002 -0.005 0.002
O 0.2147 -4.7638 -7.3404 -0.001 0.020 0.014
C -1.9720 -0.1104 -0.2303 0.015 0.017 -0.017

9
Properties=species:S:1:pos:R:3:forces:R:3 method="wB97M-V/def2-TZVPD" fmax_ha_per_bohr=0.0559 homo_energy_ev="-9.1 / -9.2" relative_energy_ev=7.240 lumo_energy_ev="-0.253 / -0.276" charge=0 gap_ev="8.9 / 8.9"
H 1.3094 1.1489 0.9749 -0.875 1.307 -0.034
N -2.9511 -0.4128 -0.6022 -2.792 -0.689 -0.041
C 1.7396 0.2793 0.5559 0.036 -2.451 1.163
H -3.2814 -0.8350 -1.4682 0.655 0.051 0.086
N -1.7828 -0.1925 -0.4623 0.987 0.647 -0.359
H 2.7860 0.4784 0.4846 1.187 0.052 0.020
N 1.3520 -0.1319 -0.7323 0.582 0.071 0.391
N -0.7683 0.1723 -0.1750 -0.034 0.102 0.480
H 1.5966 -0.5068 1.4246 0.254 0.910 -1.706

41
Properties=species:S:1:pos:R:3:forces:R:3 method="wB97M-V/def2-TZVPD" fmax_ha_per_bohr=0.0620 homo_energy_ev=-2.0 relative_energy_ev=9.207 lumo_energy_ev=0.668 charge=-2 gap_ev=2.7
H 2.1983 1.7518 6.3944 -0.008 -0.130 -0.591
H 4.2328 2.0392 -1.3547 -0.067 0.095 -0.042
Sr 0.5470 -0.3433 0.3177 -0.699 0.535 -0.244
H 1.3068 -5.8918 -4.7844 0.303 0.246 0.583
H -1.5225 2.6547 -4.4119 -0.422 0.229 -0.181
H 0.2891 -4.8477 -5.6670 -0.427 0.197 -0.074
C 5.5275 0.5450 -1.2511 -1.070 1.142 0.158
C -6.5717 -0.2334 0.2968 -0.407 0.632 0.432
C 0.4357 -5.2478 -4.6638 -0.127 0.233 -0.934
C -0.9298 4.2654 -3.1142 -0.673 -0.542 2.086
H -6.5664 -0.4690 -0.7674 0.109 -0.403 0.102
C -0.9776 3.5900 -4.5402 0.385 0.740 0.918
H 5.5938 -0.5427 -1.2244 -0.771 0.076 -0.105
H -2.0151 -3.3903 2.9734 -0.323 0.000 -0.139
H -0.7699 -3.2770 3.8270 0.145 0.007 0.227
H 4.5117 -1.7890 3.0186 0.105 0.208 0.216
H 6.0140 0.8933 -2.1622 0.242 -0.020 0.169
O -4.3653 0.7080 0.6600 0.628 -1.773 -0.069
O 3.7724 -2.0630 2.4758 -0.357 0.098 -0.219
C 0.3526 2.5892 5.6496 0.133 1.051 -1.832
H 1.4532 2.8175 7.4790 -0.704 -0.046 0.327
C -5.5954 0.9105 0.5405 0.888 3.009 0.280
H -6.3628 -1.0674 0.9667 0.206 -0.263 -0.394
C 0.5518 -4.1071 -3.6117 -0.144 -1.725 0.714
O -0.3444 3.6538 -2.1688 1.461 -1.574 -0.717
O -0.5153 3.3922 5.9164 -2.075 1.659 1.765
H -0.3959 -5.9162 -4.4406 -0.241 0.240 0.099
O -6.0326 2.1018 0.5984 -1.045 -1.392 -0.197
O -1.6030 5.2549 -2.7852 -0.338 0.837 -2.183
O -0.3732 -3.3243 -3.4112 -1.450 1.112 -0.795
O -1.2157 -2.8750 3.0814 0.335 0.175 -0.301
H 6.0038 0.9148 -0.3431 0.365 0.059 -0.177
H -7.5555 0.1583 0.5556 -0.142 -0.104 -0.132
H 0.7274 1.1798 7.0890 -0.047 0.076 0.626
H -1.4038 4.2903 -5.2585 -0.327 -0.288 -0.007
O 1.5308 -4.2271 -2.8697 2.249 0.056 0.971
H -0.0024 3.2742 -4.9108 0.280 0.215 0.239
C 1.2094 2.0820 6.7123 1.879 -1.175 1.709
O 4.1464 1.0890 -1.2483 1.021 -1.458 0.126
O 0.5990 2.2426 4.4857 1.064 -1.778 -2.248
H 4.1150 -2.7865 1.9511 0.067 -0.258 -0.165

30
Properties=species:S:1:pos:R:3:forces:R:3 method="wB97M-V/def2-TZVPD" fmax_ha_per_bohr=0.0581 spin_multiplicity=3 homo_energy_ev="-4.9 / -4.9" lumo_energy_ev="3.196 / 0.713" charge=-1 gap_ev="8.1 / 5.6"
F 3.0154 -2.3985 0.8915 0.129 0.194 0.240
H -1.0963 -1.1739 -3.2105 0.054 -0.036 0.337
F 3.8925 -1.5867 2.7129 -0.270 0.432 -0.682
O 1.9073 0.0260 -0.2161 1.510 -0.442 0.441
C -1.8163 -1.9237 -0.0215 2.316 -0.677 0.589
C -1.0886 -1.4640 -2.1614 -2.827 0.061 0.406
C -0.3809 -2.1094 -0.0655 -1.194 -0.294 0.066
H -2.2617 1.7771 -2.3192 0.173 -0.052 0.250
H 0.3802 2.2053 -2.3636 0.024 -0.203 0.219
H -1.0244 2.8924 1.7173 0.110 -0.027 -0.245
H -2.4582 -2.2045 0.8095 0.225 0.291 -0.119
H 1.1915 2.8420 0.1176 -0.321 -0.589 0.036
O 4.2085 0.5733 0.6973 -0.493 -0.154 -0.528
Cl -1.3943 -0.4068 3.0515 -0.456 -0.275 0.655
C -1.6401 1.9870 -1.4518 -1.264 0.451 1.229
C -0.9615 2.4444 0.7299 1.168 0.008 -1.022
C -2.2361 -1.5126 -1.3212 1.421 0.544 -2.572
O 2.1279 1.1690 1.8766 0.918 -0.786 -0.180
H 1.0433 -2.0154 -1.8001 -0.209 0.146 0.240
S 2.8070 0.2862 0.9224 -0.720 0.559 0.856
H -3.2493 -1.2502 -1.6181 0.300 -0.041 0.118
C -2.1162 2.1608 -0.1315 0.342 0.195 -1.926
H 0.2033 -2.5990 0.7125 -0.146 0.381 -0.222
F 1.7394 -1.5808 2.4643 0.572 -0.176 -0.304
C -0.2305 2.1789 -1.4677 -0.104 0.168 0.658
C 2.9146 -1.4040 1.8002 -1.077 0.171 0.235
C 0.2153 2.4427 -0.1548 -1.178 0.648 0.674
C 0.0396 -1.8728 -1.4093 0.030 -0.189 1.209
H -3.1590 2.1848 0.1799 0.345 -0.245 -0.019
Au -0.5724 0.3323 1.0290 0.622 -0.062 -0.641

14
Properties=species:S:1:pos:R:3:forces:R:3 method="wB97M-V/def2-TZVPD" fmax_ha_per_bohr=0.0191 homo_energy_ev=-8.9 relative_energy_ev=3.194 lumo_energy_ev=0.017 charge=0 gap_ev=8.9
C -0.6476 0.0875 -0.3862 0.017 0.224 -0.054
H -2.6715 -0.1391 0.3220 0.140 -0.009 0.075
C 0.6741 -0.5085 -0.2775 0.046 0.062 0.016
H -1.5553 0.3314 1.6135 0.039 -0.034 -0.123
H -1.5612 -1.3332 0.9935 0.005 0.144 -0.041
O 0.5879 -1.7075 -0.6878 0.000 0.010 0.101
N -0.7564 2.5432 -1.2346 0.076 -0.893 0.405
C -1.6595 -0.2808 0.7100 -0.104 -0.094 0.064
C -0.7032 1.4584 -0.8255 -0.056 0.620 -0.316
H 2.7900 -0.6145 0.0519 -0.142 0.070 -0.003
H 2.1501 0.9722 -0.4694 -0.050 -0.073 0.056
H -0.5252 -1.2861 -1.0238 0.072 0.040 -0.058
C 1.9628 0.0892 0.1516 -0.020 -0.039 -0.025
H 1.8817 0.4466 1.1826 -0.025 -0.029 -0.097